Record 1
ORCA calculation (wB97M-V/def2-TZVPD) on C15H30BCl2F4N3S5SeW as an isolated structure.

⟨S²⟩: 2.02
E_LUMO (alpha / beta): -6.95 / -7.56 eV
Energy relative to the best compared isomer or geometry (same formula, charge and spin): 22.7 kJ/mol

```
! wB97M-V def2-TZVPD RIJCOSX def2/J DEFGRID3
* xyz 2 3
W 0.05 -0.63 0.57
C -2.67 -2.45 1.98
C -3.03 -2.57 0.52
S -2.19 -1.36 -0.53
C -3.31 0.06 -0.49
C -3.25 0.89 0.77
S -1.53 1.34 1.12
C -1.56 1.44 2.92
C -0.13 1.46 3.43
S 0.91 0.11 2.81
C 0.68 -1.25 3.98
C -0.64 -1.97 3.82
S -0.87 -2.44 2.08
H -3.02 -3.31 2.55
H -3.07 -1.54 2.44
H -4.10 -2.47 0.35
H -2.72 -3.54 0.13
H -4.32 -0.33 -0.66
H -3.03 0.64 -1.37
H -3.66 0.35 1.63
H -3.82 1.81 0.65
H -2.13 0.61 3.33
H -2.07 2.37 3.19
H -0.09 1.43 4.52
H 0.38 2.37 3.10
H 0.80 -0.85 4.98
H 1.52 -1.92 3.78
H -1.48 -1.35 4.12
H -0.65 -2.90 4.39
Se 2.19 -1.99 0.59
C 1.85 -3.47 1.66
N 1.64 -4.31 2.42
F -0.86 1.30 -1.82
B -0.43 0.24 -2.61
F 0.21 -0.73 -1.56
F -1.47 -0.44 -3.16
F 0.56 0.55 -3.48
Cl 2.30 -4.49 -2.38
C 0.57 -4.73 -2.56
Cl -0.34 -4.05 -1.16
H 0.35 -5.79 -2.59
H 0.22 -4.20 -3.44
C 3.35 0.14 -2.27
N 2.86 1.51 -2.21
C 3.45 2.36 -3.25
C 2.01 1.96 -1.31
S 1.89 1.10 0.26
N 1.36 3.12 -1.46
C 0.86 3.60 -2.75
C 0.86 3.87 -0.31
H 3.08 -0.29 -3.24
H 2.92 -0.47 -1.49
H 4.44 0.15 -2.17
H 4.49 2.06 -3.36
H 3.42 3.40 -2.95
H 2.95 2.22 -4.21
H 0.90 2.81 -3.49
H 1.39 4.48 -3.09
H -0.19 3.86 -2.60
H 1.57 3.87 0.50
H -0.10 3.47 0.03
H 0.71 4.90 -0.64
*
```

=====

Record 2
ORCA calculation (wB97M-V/def2-TZVPD) on C8H20N4O16S2 as an isolated structure in a non-equilibrium geometry.

E_LUMO: -1.58 eV
Energy relative to the best compared isomer or geometry (same formula, charge and spin): 2281.4 kJ/mol

```
! wB97M-V def2-TZVPD RIJCOSX def2/J DEFGRID3
* xyz 0 1
C 3.26 11.12 -16.54
N 2.45 10.45 -15.46
O 1.30 10.70 -15.27
O 3.10 9.68 -14.72
H 3.37 12.15 -16.22
H 2.59 11.12 -17.40
H 4.29 10.78 -16.68
C 5.78 17.50 -18.56
N 4.85 16.37 -18.85
O 3.67 16.66 -19.12
O 5.22 15.20 -18.65
H 6.68 17.14 -18.05
H 5.32 18.33 -18.02
H 6.06 17.98 -19.49
C 8.31 12.45 -18.77
N 7.08 11.81 -18.07
O 6.00 12.38 -18.23
O 7.25 10.73 -17.57
H 9.18 12.02 -18.27
H 8.34 13.52 -18.58
H 8.33 12.20 -19.84
C 5.07 14.43 -14.11
N 4.48 13.18 -14.72
O 3.55 13.31 -15.52
O 4.85 12.06 -14.35
H 5.02 15.19 -14.88
H 6.10 14.27 -13.80
H 4.40 14.93 -13.41
C 4.08 15.24 -21.30
C 3.78 16.14 -22.48
O 2.58 15.69 -23.01
S 1.67 14.91 -21.94
O 1.59 13.48 -22.20
O 0.50 15.70 -21.67
O 2.81 15.20 -20.76
H 4.65 15.74 -20.52
H 4.46 14.28 -21.63
H 4.66 16.05 -23.12
H 3.65 17.17 -22.15
C 4.31 13.97 -17.32
C 2.99 14.44 -17.93
O 3.08 13.99 -19.28
S 4.39 13.11 -19.63
O 5.04 13.48 -20.91
O 4.01 11.73 -19.45
O 5.25 13.75 -18.33
H 4.14 13.16 -16.60
H 4.73 14.61 -16.54
H 2.83 15.52 -17.94
H 2.17 13.88 -17.48
*
```

=====

Record 3
ORCA calculation (wB97M-V/def2-TZVPD) on one molecule with the formula C4H13N5O2 in a non-equilibrium geometry.

E_LUMO: 0.29 eV
Energy relative to the best compared isomer or geometry (same formula, charge and spin): 877.8 kJ/mol
SMILES: NCCN(CCN)N(O)N=O

```
! wB97M-V def2-TZVPD RIJCOSX def2/J DEFGRID3
* xyz 0 1
N 1.13 -3.24 1.00
C 0.22 -1.99 0.74
C 1.03 -0.73 0.60
N 0.22 0.34 0.06
C -1.05 0.71 0.75
C -1.01 1.31 2.21
N 0.23 2.07 2.44
N 0.20 0.24 -1.34
O 0.46 1.58 -1.75
N -0.66 -0.47 -2.03
O -0.89 -0.05 -3.15
H 1.63 -3.64 -0.07
H 2.06 -2.70 1.66
H -0.64 -2.10 1.51
H -0.33 -2.04 -0.30
H 1.81 -1.01 -0.19
H 1.28 -0.31 1.45
H -1.30 1.61 0.03
H -1.75 -0.14 0.73
H -1.98 1.94 2.36
H -1.14 0.56 3.25
H 0.14 2.81 3.21
H 0.80 2.66 1.47
H -0.14 1.67 -2.63
*
```

=====

Record 4
ORCA calculation (wB97M-V/def2-TZVPD) on one molecule with the formula C4H7N3O2 in a non-equilibrium geometry.

E_LUMO: 0.73 eV
Energy relative to the best compared isomer or geometry (same formula, charge and spin): 445.5 kJ/mol
SMILES: [H]/N=C(/N)NC1=COCO1

```
! wB97M-V def2-TZVPD RIJCOSX def2/J DEFGRID3
* xyz 0 1
H 1.13 1.89 -0.29
N 2.07 1.37 -0.55
C 1.82 0.17 -0.08
N 2.98 -0.57 0.01
N 0.61 -0.53 0.40
C -0.67 -0.19 0.01
C -1.19 0.99 0.31
O -2.46 0.96 -0.01
C -2.79 -0.43 -0.22
O -1.52 -0.96 -0.51
H 3.03 -1.54 0.53
H 3.88 -0.20 -0.50
H 0.52 -1.47 -0.05
H -0.75 1.63 1.11
H -3.13 -0.75 0.78
H -3.54 -0.38 -0.93
*
```

=====

Record 5
ORCA calculation (wB97M-V/def2-TZVPD) on one molecule with the formula C4H2 in a non-equilibrium geometry.

E_LUMO: -0.25 eV
Energy relative to the best compared isomer or geometry (same formula, charge and spin): 292.4 kJ/mol

```
! wB97M-V def2-TZVPD RIJCOSX def2/J DEFGRID3
* xyz 0 1
C 1.18 0.01 -0.13
C -1.27 -0.26 -0.04
C 1.05 1.35 -0.06
C -0.28 0.51 -0.05
H 1.47 -0.90 0.13
H -2.15 -0.70 0.15
*
```

=====

Record 6
ORCA calculation (wB97M-V/def2-TZVPD) on a 2-piece molecular cluster, C5H8O2 overall.

E_LUMO: 0.68 eV
Energy relative to the best compared isomer or geometry (same formula, charge and spin): 264.3 kJ/mol
SMILES: CC(O)=C=O.C=C

```
! wB97M-V def2-TZVPD RIJCOSX def2/J DEFGRID3
* xyz 0 1
C -2.46 -0.49 -1.05
C -1.11 -0.20 -0.46
O -0.97 0.91 0.36
C -0.10 -1.04 -0.64
O 0.73 -1.84 -0.85
H -3.22 -0.51 -0.26
H -2.75 0.27 -1.78
H -2.47 -1.46 -1.56
H -0.80 1.67 -0.20
C 1.81 0.68 1.56
C 2.59 0.23 0.59
H 1.47 1.71 1.60
H 1.46 0.04 2.37
H 2.93 0.87 -0.22
H 2.91 -0.81 0.56
*
```

=====

Record 7
ORCA calculation (wB97M-V/def2-TZVPD) on a 7-piece molecular cluster, C44H97ClF3N2O14 overall in a non-equilibrium geometry.

E_LUMO: -2.88 eV

```
! wB97M-V def2-TZVPD RIJCOSX def2/J DEFGRID3
* xyz 1 1
C 5.54 6.24 3.26
C 4.76 4.95 2.97
C 4.61 4.67 1.45
C 4.96 3.24 0.98
C 3.74 2.30 0.86
C 3.22 1.80 2.21
C 1.99 0.88 2.15
C 0.74 1.58 1.59
C 0.19 2.67 2.56
C 0.51 4.11 2.07
C -0.68 4.91 1.55
C -0.29 6.04 0.57
C 0.09 7.29 1.34
O 0.47 7.29 2.40
Cl -0.10 8.74 0.42
N -1.70 3.99 0.88
C -1.19 3.38 -0.40
O -1.65 2.05 -0.44
C -1.25 1.34 -1.55
F -1.48 2.03 -2.66
F 0.03 1.06 -1.50
F -1.94 0.27 -1.58
C -2.30 3.07 1.93
C -1.29 2.55 3.01
C -1.46 3.38 4.32
C -1.69 1.07 3.32
N -0.81 0.48 4.31
C -1.38 0.07 5.60
H 4.96 7.13 2.95
H 6.49 6.26 2.71
H 5.75 6.35 4.34
H 5.24 4.09 3.46
H 3.76 5.05 3.43
H 3.57 4.90 1.14
H 5.24 5.39 0.90
H 5.66 2.79 1.70
H 5.45 3.27 0.00
H 4.01 1.43 0.23
H 2.95 2.86 0.32
H 3.00 2.66 2.87
H 4.04 1.26 2.71
H 1.76 0.53 3.17
H 2.23 -0.01 1.54
H 1.04 2.05 0.63
H -0.03 0.84 1.33
H 0.76 2.54 3.50
H 1.29 4.06 1.30
H 0.92 4.71 2.90
H -1.24 5.35 2.39
H -1.10 6.31 -0.13
H 0.59 5.76 -0.03
H -2.46 4.61 0.58
H -1.62 3.94 -1.24
H -0.09 3.45 -0.43
H -2.84 2.27 1.42
H -3.05 3.71 2.43
H -1.16 2.75 5.17
H -2.49 3.70 4.48
H -0.82 4.27 4.34
H -1.71 0.49 2.39
H -2.73 1.08 3.70
H -0.35 -0.32 3.90
H -1.01 -0.93 5.86
H -1.10 0.75 6.43
H -2.48 0.02 5.57
C -2.27 -3.61 0.84
O -1.55 -4.52 1.65
C -0.43 -3.96 2.32
C -0.73 -3.57 3.75
O -1.71 -2.55 3.83
C -3.02 -3.04 4.09
H -3.24 -4.05 0.64
H -2.42 -2.65 1.34
H -1.75 -3.44 -0.11
H -0.05 -3.10 1.77
H 0.36 -4.72 2.33
H 0.18 -3.19 4.21
H -1.06 -4.45 4.32
H -3.15 -3.27 5.15
H -3.24 -3.94 3.50
H -3.73 -2.26 3.81
C -5.08 0.44 -2.53
O -6.42 0.81 -2.34
C -7.14 0.96 -3.55
C -7.94 -0.27 -3.93
O -7.11 -1.39 -4.18
C -7.01 -2.30 -3.10
H -4.69 0.11 -1.56
H -4.98 -0.38 -3.24
H -4.48 1.29 -2.88
H -6.46 1.22 -4.37
H -7.84 1.80 -3.42
H -8.48 -0.05 -4.85
H -8.67 -0.50 -3.15
H -7.90 -2.93 -3.05
H -6.89 -1.77 -2.15
H -6.14 -2.93 -3.27
C 7.81 1.55 -2.28
O 6.44 1.52 -1.92
C 5.55 1.33 -3.00
C 5.11 -0.12 -3.15
O 6.19 -0.98 -3.44
C 6.72 -1.66 -2.32
H 8.39 1.39 -1.38
H 8.04 0.77 -3.01
H 8.07 2.53 -2.71
H 6.00 1.67 -3.94
H 4.66 1.94 -2.81
H 4.40 -0.18 -3.97
H 4.60 -0.44 -2.23
H 6.08 -2.50 -2.03
H 6.85 -0.99 -1.47
H 7.69 -2.05 -2.61
C -6.31 -4.20 -9.94
O -5.58 -3.62 -8.87
C -6.38 -2.83 -8.00
C -6.80 -3.58 -6.75
O -7.63 -4.70 -7.03
C -6.93 -5.93 -7.09
H -5.68 -4.99 -10.36
H -7.25 -4.63 -9.60
H -6.51 -3.46 -10.72
H -7.26 -2.46 -8.52
H -5.77 -1.97 -7.69
H -7.37 -2.90 -6.11
H -5.91 -3.90 -6.19
H -6.71 -6.30 -6.08
H -6.00 -5.84 -7.65
H -7.58 -6.64 -7.59
C -8.07 -6.91 4.41
O -8.54 -5.74 3.76
C -7.93 -4.54 4.20
C -6.82 -4.09 3.28
O -5.74 -5.00 3.22
C -5.78 -5.88 2.11
H -8.38 -7.76 3.81
H -6.98 -6.91 4.50
H -8.51 -7.00 5.41
H -7.54 -4.66 5.22
H -8.70 -3.77 4.22
H -6.42 -3.14 3.65
H -7.22 -3.91 2.27
H -5.43 -5.38 1.20
H -6.79 -6.26 1.93
H -5.12 -6.71 2.32
C 11.25 -0.60 0.80
O 11.00 0.61 0.11
C 11.97 1.62 0.33
C 13.00 1.68 -0.78
O 13.77 0.50 -0.89
C 13.32 -0.39 -1.89
H 10.65 -1.37 0.34
H 12.31 -0.88 0.73
H 10.97 -0.51 1.86
H 12.48 1.46 1.29
H 11.45 2.58 0.38
H 13.70 2.50 -0.56
H 12.51 1.91 -1.73
H 13.64 -0.05 -2.89
H 12.23 -0.50 -1.89
H 13.77 -1.36 -1.69
*
```

=====

Record 8
ORCA calculation (wB97M-V/def2-TZVPD) on C18H46AsN3OPPbSSbSi as an isolated structure.

E_LUMO (alpha / beta): -13.24 / -13.23 eV

```
! wB97M-V def2-TZVPD RIJCOSX def2/J DEFGRID3
* xyz 4 1
Pb -0.22 0.06 -0.08
C -1.70 -4.23 -4.78
N -0.33 -3.52 -4.93
C 0.75 -4.49 -4.40
N 0.46 -4.88 -3.07
C -0.85 -5.53 -2.99
N -1.91 -4.62 -3.44
C -2.15 -3.52 -2.52
P -0.63 -2.45 -2.36
C -0.31 -2.22 -4.18
C 0.62 -3.81 -2.09
H -1.67 -5.09 -5.45
H -2.46 -3.52 -5.13
H -0.16 -3.34 -5.92
H 1.71 -3.97 -4.48
H 0.74 -5.35 -5.07
H -1.04 -5.84 -1.97
H -0.85 -6.42 -3.63
H -2.41 -3.92 -1.54
H -2.99 -2.92 -2.87
H 0.66 -1.75 -4.33
H -1.08 -1.57 -4.61
H 0.48 -4.23 -1.09
H 1.62 -3.40 -2.14
C -3.18 3.61 -1.47
Si -1.06 3.64 -0.90
C -0.36 4.18 -2.52
C -1.25 4.91 0.44
O -0.63 2.20 -0.37
H -3.32 4.64 -1.77
H -3.65 3.31 -0.53
H -3.15 2.87 -2.27
H -0.51 5.25 -2.64
H -0.81 3.68 -3.37
H 0.72 3.97 -2.52
H -1.80 5.78 0.10
H -0.23 5.23 0.71
H -1.74 4.50 1.32
C 3.33 2.93 -0.41
As 3.86 1.08 -0.39
C 5.24 0.78 -1.68
C 4.50 0.61 1.35
S 2.23 -0.24 -0.97
H 3.95 3.47 0.30
H 2.28 3.01 -0.14
H 3.49 3.34 -1.41
H 6.11 1.39 -1.41
H 4.88 1.06 -2.67
H 5.51 -0.28 -1.66
H 5.17 1.39 1.70
H 5.05 -0.33 1.27
H 3.66 0.49 2.03
C -0.72 -2.27 5.17
C -0.15 -0.86 5.24
Sb -0.66 0.38 3.57
C 0.34 2.26 3.81
C 0.05 2.88 5.19
C -2.80 0.59 3.51
C -3.31 1.19 4.82
H -0.41 -2.81 6.06
H -0.35 -2.83 4.31
H -1.81 -2.27 5.15
H 0.94 -0.84 5.31
H -0.56 -0.28 6.07
H 0.03 2.90 2.98
H 1.40 2.04 3.70
H -0.98 3.20 5.29
H 0.68 3.77 5.30
H 0.30 2.21 6.01
H -3.18 -0.42 3.34
H -3.03 1.20 2.64
H -3.07 0.57 5.68
H -4.40 1.25 4.76
H -2.95 2.20 4.99
*
```

=====

Record 9
ORCA calculation (wB97M-V/def2-TZVPD) on a 2-piece molecular cluster, C3H7N2S overall in a non-equilibrium geometry.

E_LUMO: -5.45 eV
Energy relative to the best compared isomer or geometry (same formula, charge and spin): 298.1 kJ/mol

```
! wB97M-V def2-TZVPD RIJCOSX def2/J DEFGRID3
* xyz 1 1
C -0.48 -0.15 0.96
C 1.13 -2.48 -1.07
C -0.91 2.25 0.83
N 0.88 -1.23 -1.04
N -0.50 0.92 0.31
S -0.39 -1.45 1.81
H 1.52 -2.95 -1.88
H 0.64 -3.15 -0.33
H 0.03 2.86 0.74
H -1.69 2.74 0.17
H -1.30 2.37 1.87
H 1.01 -0.68 -1.81
H 0.06 0.96 -0.54
*
```

=====

Number 1: E -6557.698947 hartree. Number 2: E -2534.738260 hartree. Number 3: E -584.113138 hartree. Number 4: E -471.233360 hartree. Number 5: E -153.369696 hartree. Number 6: E -345.704303 hartree. Number 7: E -3656.839458 hartree. Number 8: E -4649.407915 hartree. Number 9: E -625.858658 hartree.